Density functional theory data (ωB97M-V with the def2-TZVPD basis set) for C2H6ClFN2 in the gas phase in a non-equilibrium geometry.

The geometry in XYZ format:
```
12
Properties=species:S:1:pos:R:3:forces:R:3:mulliken_charge:R:1
C -0.90323 0.14233 -1.47730 2.00 0.71 -0.15 -0.70
C 0.70605 0.06526 0.38352 -0.07 -0.93 0.75 0.37
N 0.70695 -0.20440 1.79119 1.71 1.76 1.07 -0.61
N -0.70161 -0.32863 -0.11170 3.48 0.75 0.64 -0.26
F 0.85153 1.41317 0.08812 -0.41 0.25 0.03 -0.32
Cl -0.84097 -2.03603 0.03548 0.02 -0.39 -0.21 -0.10
H -1.77801 -0.45547 -1.68931 -0.42 0.79 -1.33 0.35
H -0.95577 1.25084 -1.30973 -0.85 -1.03 -0.72 0.29
H 0.02373 0.04025 -2.21974 -1.95 -0.49 1.42 0.23
H 1.70519 -0.37132 -0.05759 -2.35 0.13 0.23 0.26
H -0.15117 -0.00846 2.28271 -0.80 -0.16 -0.64 0.26
H 1.33732 0.49247 2.28434 -0.34 -1.39 -1.07 0.25
```
Positions in Å, forces in eV/Å.

Its total energy is -749.30282 hartree. The calculation puts the lowest unoccupied orbital energy at 1.0641 eV. The value obtained for the HOMO-LUMO gap is 10.6 eV. Its net charge is 0. The SMILES is CN(Cl)[C@H](N)F. The calculation puts the HOMO energy at -9.527 eV.

Density functional theory data (ωB97M-V with the def2-TZVPD basis set) for 3 unconnected molecules or ions with the total composition C6H10 in a non-equilibrium geometry.

The geometry in XYZ format:
```
16
Properties=species:S:1:pos:R:3:forces:R:3:mulliken_charge:R:1
C 2.05835 -0.43085 0.26039 -0.05 0.05 -0.14 -1.30
C 0.62053 -0.02406 0.24476 -0.18 0.74 1.53 0.50
C -0.51005 -1.01551 0.16110 0.02 0.86 -1.46 -0.56
C -1.70499 -0.11132 0.05585 -0.44 0.68 1.72 -0.79
C -1.33814 1.14135 0.47691 -1.11 -1.03 -0.81 -0.13
C 0.08823 1.19592 0.58901 1.28 -0.89 -0.73 -0.49
H 2.28921 -1.06524 1.11631 -0.05 -0.05 0.11 0.28
H 2.71093 0.43509 0.30642 0.07 0.14 0.02 0.34
H 2.32594 -1.00227 -0.62860 -0.03 -0.01 -0.08 0.32
H -0.35355 0.26589 -2.34118 -2.64 0.16 1.29 0.12
H -0.41647 -1.68601 -0.68886 0.05 -0.20 -0.14 0.32
H -0.56241 -1.62579 1.05594 -0.01 -0.09 0.33 0.33
H -2.72383 -0.46659 -0.07876 0.21 0.12 -0.01 0.37
H -1.13388 0.30883 -1.93212 2.81 -0.12 -1.61 -0.11
H -2.00927 1.98675 0.59561 0.11 -0.15 0.01 0.40
H 0.65941 2.09382 0.80723 -0.04 -0.18 -0.02 0.41
```
Positions in Å, forces in eV/Å.

Its total energy is -234.53042 hartree. The calculation puts the lowest unoccupied orbital energy at 1.0799 eV. The value obtained for the HOMO-LUMO gap is 9.2 eV. Its net charge is 0. The calculation puts the HOMO energy at -8.141 eV.

Density functional theory data (ωB97M-V with the def2-TZVPD basis set) for a molecular structure, C42H55N7O21S5 in a non-equilibrium geometry.

The geometry in XYZ format:
```
130
Properties=species:S:1:pos:R:3:forces:R:3:mulliken_charge:R:1
O -2.01524 5.76638 3.32942 -0.94 -1.22 0.12 -0.73
C -2.92120 5.07318 2.83378 3.01 1.23 0.72 0.44
N -3.89325 5.68109 2.20304 -1.98 1.66 -0.51 -0.34
C -2.94392 3.62730 2.73628 0.94 -1.77 -0.27 -0.02
H -4.75766 5.21497 1.96722 0.13 0.24 -0.07 0.23
H -3.85617 6.65209 2.47851 -0.71 0.24 -0.54 0.26
H -3.41492 3.29689 1.81049 -0.60 -0.02 0.29 -0.15
H -3.38019 3.20109 3.63967 0.00 -0.25 -0.14 0.41
H -1.91962 3.28151 2.59724 0.09 -0.07 0.60 -0.11
N 3.36579 -3.54831 2.66880 -2.75 0.33 0.70 -0.22
C 4.54329 -3.26515 3.20655 -0.65 -0.77 1.48 -0.33
C 5.70957 -3.51191 2.61205 1.66 1.52 0.54 -0.55
C 5.67859 -3.96639 1.31476 1.31 -0.99 -2.22 -0.46
C 4.47727 -4.27399 0.71442 -1.59 0.10 -0.14 -1.01
C 3.28029 -4.02937 1.40172 2.01 -0.05 -0.89 -0.37
H 4.53326 -3.07652 4.26991 -0.11 0.69 0.25 0.32
H 6.63230 -3.13376 3.02673 0.22 -0.31 0.40 0.42
H 6.59933 -4.14163 0.77816 0.15 -0.08 -0.12 0.30
H 4.48970 -4.68410 -0.28461 -0.21 -0.10 -0.26 0.43
H 2.30560 -4.20898 0.97261 -0.10 -0.13 -0.03 0.71
N -1.32349 -5.89801 -0.15492 0.04 -0.97 0.78 -0.41
C -1.42615 -4.80267 0.65603 0.05 -2.23 -1.75 -0.31
C -0.60673 -4.68977 1.71601 0.92 0.67 0.89 -0.08
C 0.32731 -5.69018 2.03744 -1.36 1.78 0.49 -0.29
C 0.40166 -6.83399 1.29119 -0.53 0.29 0.15 -0.31
C -0.49393 -6.92829 0.19685 -0.32 1.92 0.24 -0.57
H -2.22961 -4.10963 0.45465 0.14 0.20 -0.38 0.53
H -0.67118 -3.74663 2.23825 0.16 -0.13 0.66 0.28
H 0.82033 -5.49818 2.97896 0.78 -0.38 -0.20 0.31
H 1.12508 -7.50518 1.73004 -0.18 -0.93 -0.86 0.42
H -0.62757 -7.80560 -0.41866 0.39 -0.14 -0.09 0.39
N -0.25211 0.58941 2.02046 -0.60 1.83 -1.35 0.39
C 0.34141 -0.57555 1.94101 0.33 -0.33 0.07 -0.95
C 0.82636 -1.14453 0.77739 -0.03 0.55 -0.55 -0.61
C 0.61861 -0.47585 -0.45215 -1.18 -0.09 1.12 -1.01
C -0.14004 0.71418 -0.42877 0.43 0.00 1.95 -0.60
C -0.45249 1.27038 0.85936 0.72 -1.65 -0.15 -0.59
H 0.54692 -1.03466 2.89672 -0.15 -0.44 0.10 0.66
H 1.35930 -2.06460 0.96675 0.27 -0.22 -0.77 0.80
H 0.90257 -0.90266 -1.40272 0.15 -0.09 0.03 1.00
H -0.48053 1.19481 -1.33400 0.31 0.25 -0.13 0.72
H -0.77023 2.28740 1.03569 -0.50 0.10 -0.52 0.06
N 4.50010 2.47503 -0.21577 0.21 -0.65 -1.30 -0.25
C 3.88300 1.93616 -1.30513 0.91 -0.76 2.03 -0.44
C 4.01377 0.56108 -1.55240 0.48 -0.14 0.38 0.12
C 4.86353 -0.25813 -0.76528 -0.04 1.14 0.54 -0.27
C 5.52361 0.32194 0.35266 -1.27 -0.19 -1.94 -0.67
C 5.30616 1.67598 0.49720 -0.92 0.34 1.18 -0.46
H 3.22387 2.61502 -1.82580 -0.10 -0.21 -0.35 0.55
H 3.38755 0.08070 -2.28961 0.12 0.11 -0.28 -0.15
H 4.97560 -1.30857 -0.98982 -0.20 -0.15 0.11 0.46
H 6.02824 -0.22729 1.13374 0.30 -0.22 -0.33 0.59
H 5.61879 2.09458 1.44242 0.48 0.47 0.04 0.44
N -5.54388 0.00518 -3.79215 -0.42 0.68 -1.02 -0.57
C -5.69728 1.09324 -4.62974 1.52 -0.75 1.64 -0.42
C -4.73882 2.11210 -4.72509 0.24 -0.76 -0.09 -0.63
C -3.48816 1.91027 -4.13240 -1.02 -1.49 0.95 -0.45
C -3.32145 0.70959 -3.40363 -0.13 0.69 0.42 0.40
C -4.38281 -0.18727 -3.14382 0.18 1.90 -2.24 -0.99
H -6.58129 1.16967 -5.24543 -0.36 -0.24 0.33 0.39
H -4.95800 2.99467 -5.30770 0.01 0.09 -0.05 0.41
H -2.69298 2.64012 -4.09501 -0.03 0.03 -0.36 0.65
H -2.38274 0.61031 -2.87888 0.18 -0.39 -0.10 0.50
H -4.26905 -1.05993 -2.51780 -0.09 -0.04 0.12 0.79
N -5.33176 4.27752 -1.03217 1.04 -1.18 0.22 -0.62
C -3.98792 4.51113 -0.98397 -0.58 -1.96 0.81 -0.62
C -3.02905 3.46415 -0.82821 -0.51 0.38 -0.27 0.10
C -3.45720 2.14600 -0.78013 -0.74 1.02 0.30 0.75
C -4.81458 1.91261 -0.86384 -1.48 0.18 0.13 -0.60
C -5.75796 2.96421 -0.96595 2.39 1.40 -0.28 -0.84
H -3.67267 5.53764 -0.86867 -0.02 0.14 -0.40 0.47
H -1.96905 3.64681 -0.73112 0.02 0.50 -0.02 0.08
H -2.83487 1.28468 -0.58716 0.38 0.22 -0.17 0.26
H -5.08107 0.86671 -0.82541 -0.66 0.06 0.06 0.47
H -6.83467 2.89278 -1.01072 0.02 -0.58 0.02 0.49
C -4.35430 -0.37743 4.15440 -1.25 1.69 2.90 -0.39
C -2.87770 -0.74599 4.13008 -0.07 1.88 1.28 0.01
O -2.75552 -1.42907 2.96479 0.56 -2.62 -4.11 -0.10
S -4.17367 -1.94694 2.34617 -0.59 -1.34 3.11 1.01
O -4.53549 -3.14574 3.11106 0.53 2.14 -1.34 -0.60
O -4.35453 -1.94912 0.94512 0.90 0.35 -0.09 -0.40
O -4.89000 -0.63633 2.94225 -1.21 -2.25 -3.59 -0.35
H -4.67049 0.66542 4.17865 1.04 0.43 1.14 0.26
H -4.92972 -0.89323 4.92312 0.19 -0.23 0.22 0.20
H -2.52138 -1.34255 4.96986 -0.24 0.10 0.07 0.26
H -2.28739 0.16193 4.00626 0.33 -0.08 0.29 0.13
C 1.73296 -1.01075 -4.47369 -0.55 0.06 0.47 0.64
C 1.59177 -0.67427 -5.94727 0.96 -1.46 -0.45 -0.43
O 1.09548 0.60737 -6.07428 -0.48 2.66 0.85 -0.38
S 0.98833 1.40764 -4.61743 -1.29 -0.48 -0.29 0.96
O -0.34860 1.95870 -4.43882 2.66 -0.66 -0.57 -0.37
O 2.17505 2.20547 -4.39914 -1.49 -1.19 -0.32 -0.57
O 0.98573 0.02303 -3.80497 0.38 0.40 0.45 0.31
H 2.76452 -1.02557 -4.12189 -0.02 0.17 -0.05 0.42
H 1.26131 -1.96664 -4.24579 -0.07 0.22 0.23 -0.93
H 0.92367 -1.34582 -6.48650 -0.12 -0.01 0.18 0.29
H 2.58883 -0.77653 -6.37568 0.00 0.28 -0.39 0.31
C -0.00418 -4.82125 -4.26787 0.71 0.45 2.28 -0.27
C 0.68635 -4.43139 -2.89828 1.59 0.11 -0.42 -0.58
O -0.08024 -3.42684 -2.29475 -2.90 1.66 -0.29 -0.04
S -1.58472 -3.28365 -3.02572 -0.19 -0.47 -0.39 1.07
O -1.61554 -2.21839 -4.02716 0.58 -1.36 1.86 -0.54
O -2.69716 -3.37685 -2.08068 2.77 -0.09 -1.93 -0.54
O -1.33183 -4.67960 -3.86744 -2.91 0.32 0.98 -0.40
H 0.21774 -5.87944 -4.40601 -0.22 0.22 -0.64 0.33
H 0.06583 -4.14303 -5.11830 1.12 -0.23 -0.11 0.23
H 1.69061 -4.00767 -2.90425 0.17 0.05 -0.81 0.35
H 0.80784 -5.22401 -2.15997 -0.69 -0.62 -0.41 0.20
C 3.02090 4.92840 0.79418 1.52 1.32 -0.46 -0.64
C 2.76084 6.48400 1.04764 1.69 -2.02 -0.31 -0.35
O 1.57861 6.71170 0.37416 -2.93 -0.68 -0.68 -0.40
S 0.69590 5.30519 0.12144 -0.26 -0.38 -1.42 1.00
O 0.81659 5.06000 -1.34413 -1.17 0.73 3.62 -0.66
O -0.57678 5.23617 0.88250 3.53 0.39 -2.45 -0.30
O 1.76999 4.33313 0.81588 -2.57 -0.18 1.26 0.07
H 3.74594 4.46930 1.46623 -0.58 -0.05 0.33 0.26
H 3.35084 4.63825 -0.20335 0.83 1.08 -0.11 0.41
H 3.55794 7.03520 0.54873 -0.06 0.12 0.06 0.30
H 2.68876 6.79098 2.09103 -0.04 -0.32 0.10 0.30
C 3.41547 -0.14966 3.06595 -0.52 -0.67 -1.87 0.29
C 2.87479 1.28710 2.96687 1.08 -0.02 1.47 0.06
O 1.83455 1.32743 3.93031 -0.93 -1.01 2.18 -0.18
S 2.04889 0.25609 5.18487 0.30 0.27 -0.66 0.91
O 0.79914 -0.45911 5.37786 1.83 0.99 -0.41 -0.48
O 2.68651 0.86083 6.34818 -0.97 -0.77 -1.99 -0.61
O 3.16642 -0.63506 4.38560 -0.99 0.90 1.03 -0.41
H 4.43897 -0.38204 2.77180 0.30 0.72 0.73 0.42
H 2.90630 -0.76511 2.32428 -0.50 -0.26 0.41 -0.24
H 2.43566 1.64098 2.03412 0.26 -0.44 -0.13 -0.11
H 3.61487 1.98156 3.36448 0.33 0.29 -0.53 0.22
```
Positions in Å, forces in eV/Å.

The multiplicity is 2. Its total energy is -5587.38619 hartree. The calculation puts the lowest unoccupied orbital energy (spin up / spin down) at 1.6427 / 1.5470 eV. The value obtained for the HOMO-LUMO gap (spin up / spin down) is 2.2 / 6.9 eV. Its net charge is -1. The calculation puts the HOMO energy (spin up / spin down) at -0.571 / -5.333 eV.

Density functional theory data (ωB97M-V with the def2-TZVPD basis set) for 6 unconnected molecules or ions with the total composition C18H45O15P3 in a non-equilibrium geometry.

The geometry in XYZ format:
```
81
Properties=species:S:1:pos:R:3:forces:R:3:mulliken_charge:R:1
C -2.59600 -0.49163 -1.34265 2.61 2.40 5.50 -1.20
C -2.91800 0.97337 -1.08265 3.47 2.02 -0.70 0.65
O -2.22700 1.97037 -1.44065 -1.79 -3.15 1.05 -0.56
C -4.25400 1.21437 -0.45665 0.61 1.01 -0.82 -1.08
H -3.45900 -0.74863 -1.71465 -4.86 -2.69 -1.38 0.79
H -2.22700 -0.97263 -0.34465 -1.29 0.64 -1.51 0.07
H -1.90400 -0.77063 -2.00765 3.06 -0.17 -2.69 0.45
H -4.47200 1.91237 -1.26665 -1.31 0.66 0.61 0.30
H -4.19900 1.71237 0.52735 -0.18 -0.31 -0.61 0.20
H -4.92200 0.38137 -0.55865 -0.27 -0.41 0.53 0.37
C -4.02800 -3.60563 0.66435 8.26 1.28 -5.74 -1.10
C -3.76800 -5.03263 0.57135 -1.63 -5.18 -1.57 0.92
O -3.64500 -5.65663 -0.49265 0.71 1.69 1.36 -0.59
C -4.14700 -5.98363 1.81035 5.32 -1.17 -2.20 -1.07
H -3.86200 -3.11563 -0.41665 -1.25 -1.34 2.02 0.09
H -3.11700 -3.12063 1.06135 -0.84 -0.01 1.16 0.20
H -4.89000 -3.51463 1.05835 -5.89 1.67 3.11 0.70
H -4.56200 -6.91163 1.44835 -0.06 -0.10 -0.73 0.32
H -4.91500 -5.49863 2.26035 -1.59 1.41 2.87 0.40
H -3.08700 -6.40063 2.28135 -2.98 1.73 -0.24 0.18
C 2.46400 -3.34163 -4.02165 -1.68 2.57 6.45 -1.20
C 1.21600 -2.39863 -3.78365 -2.69 -1.87 -4.65 0.54
O 0.21600 -2.47463 -4.53765 2.20 -0.28 1.89 -0.65
C 1.41100 -1.36163 -2.84465 -1.67 -2.10 6.13 0.39
H 2.14800 -3.98263 -4.68765 -1.41 -3.89 -3.19 0.43
H 2.65800 -3.79663 -2.90865 0.28 0.93 -3.06 0.19
H 3.16800 -2.71563 -4.47865 1.74 0.76 0.02 0.42
H 2.05000 -1.91763 -2.09865 -0.35 1.41 -0.14 -0.16
H 0.63700 -0.78863 -2.24465 0.25 -1.40 -1.29 -0.68
H 1.94900 -0.67163 -3.28165 3.28 3.69 -2.22 0.75
C 1.27000 7.05737 2.03835 0.66 -0.16 5.67 -0.69
O 0.05900 6.27137 2.11635 -0.43 0.88 0.77 -0.35
P -0.28100 5.32237 0.92835 -1.52 -1.71 -1.58 0.23
O 0.77500 4.37537 0.62135 1.14 -0.90 0.05 0.43
O -1.68300 4.53837 1.25735 1.44 2.24 -0.44 -0.35
C -1.49400 3.31837 1.99435 -1.30 1.75 1.36 0.42
O -0.61700 6.21137 -0.34365 -0.34 0.02 1.27 -0.45
C -0.90400 5.60137 -1.60165 -7.25 0.21 2.64 -0.64
H 2.13000 6.42237 2.15035 0.37 -0.51 -1.31 0.20
H 1.52600 7.68037 3.10435 -1.77 -1.33 -2.77 0.21
H 1.13900 7.70637 1.26435 0.48 1.72 -2.16 0.38
H -0.91300 3.66937 2.93135 -1.19 -1.50 -1.03 0.23
H -0.94100 2.68237 1.35235 0.54 -1.02 -0.02 -0.32
H -2.58400 2.99637 2.12335 1.85 -0.01 0.48 0.08
H -1.46900 6.35737 -2.10165 0.00 0.53 -0.73 0.34
H -1.62500 4.68137 -1.65465 1.15 1.44 1.16 0.17
H -0.14100 5.30037 -2.07965 6.09 -1.69 -3.26 0.35
C 2.28000 2.53837 3.02535 -7.04 2.30 -1.58 -1.22
O 1.84000 1.93837 1.84935 -0.41 0.04 -2.21 -0.10
P 2.78000 2.08737 0.58135 0.64 2.55 -1.45 1.08
O 3.72700 1.05337 0.66035 3.86 -3.83 0.42 -0.71
O 2.06700 1.90437 -0.85465 2.88 2.78 1.86 -0.37
C 0.87400 1.36637 -0.84465 -7.22 -3.07 2.14 0.80
O 3.60500 3.53737 0.54535 -0.72 0.06 -1.38 -0.33
C 4.21900 4.04337 -0.68665 -5.17 -1.83 -3.66 -1.00
H 3.07500 2.24737 3.46535 5.14 -3.27 3.10 0.53
H 1.33900 2.69937 3.56335 0.53 -0.92 0.97 0.29
H 2.43900 3.51237 2.80635 1.00 3.49 -0.89 0.35
H 0.02900 1.82037 -0.01765 2.48 -0.64 -2.61 -0.81
H 0.77200 0.24037 -0.55465 0.96 1.56 -0.19 -0.52
H 0.46600 1.39137 -1.84265 -0.48 0.47 -0.20 0.73
H 5.11800 4.44437 -0.69465 4.08 2.77 2.17 0.54
H 3.60100 4.67337 -1.50965 0.36 -0.82 2.88 0.23
H 4.54000 3.33637 -1.46565 -0.76 -1.59 0.75 0.31
C 0.98400 -4.99663 3.01735 -4.79 0.76 -4.49 -0.74
O 0.96100 -3.63863 2.40735 -0.44 -2.11 0.51 -0.31
P 0.74300 -3.50963 0.86535 0.57 3.78 -3.38 0.78
O 0.28300 -2.13463 0.52035 -0.19 -1.08 0.63 -0.42
O 2.20600 -3.68063 0.11235 -3.44 -3.23 -0.48 -0.30
C 3.18400 -2.73863 0.13335 -1.23 3.12 7.07 -0.95
O -0.25500 -4.61263 0.22935 1.89 -0.72 4.13 -0.35
C -0.75200 -4.45163 -1.03065 3.36 7.16 -2.09 -0.53
H 0.09300 -5.60463 2.50635 2.13 1.05 1.28 0.25
H 0.84400 -4.93063 4.00535 -0.82 0.71 3.62 0.28
H 1.88200 -5.38763 2.84635 3.60 -1.88 -1.01 0.36
H 3.84800 -2.61163 -0.58565 2.24 -0.28 -4.27 0.55
H 3.79600 -2.98063 1.02935 0.15 0.22 -0.36 0.27
H 2.78500 -1.70763 0.42635 0.30 -1.14 -0.78 0.25
H 0.14800 -4.22263 -1.70065 -1.00 -0.31 0.45 0.05
H -1.33100 -3.46863 -1.13865 0.23 -1.64 0.33 0.11
H -1.15500 -5.24063 -1.44165 -2.64 -4.24 -1.28 0.57
```
Positions in Å, forces in eV/Å.

Its total energy is -2865.30864 hartree. The calculation puts the lowest unoccupied orbital energy at 0.5002 eV. The value obtained for the HOMO-LUMO gap is 9.7 eV. Its net charge is 0. The SMILES is COP(=O)(OC)OC.COP(=O)(OC)OC.COP(=O)(OC)OC.CC(C)=O.CC(C)=O.CC(C)=O. The calculation puts the HOMO energy at -9.191 eV.